A single Cl2HOPS molecule, computed with the ωB97M-V functional and the def2-TZVPD basis.

frontier orbital gap = 9.13 eV
SMILES string = OP(=S)(Cl)Cl
strongest force on any atom = 3.781 eV/Å
relative energy (zero: lowest compared OMol25 entry of this formula, charge and spin) = 14.5 kcal per mole
E_LUMO = -0.58 eV

```
! RIJCOSX wB97M-V def2-TZVPD def2/J DEFGRID3
* xyz 0 1
O -1.156 0.570 0.233
P 0.215 -0.221 0.096
S 0.073 -2.245 -0.312
Cl 1.147 0.361 1.820
Cl 1.333 0.993 -1.271
H -1.612 0.542 -0.566
*
```

A molecular structure, Cl2ILi, computed with the ωB97M-V functional and the def2-TZVPD basis.

frontier orbital gap = 5.87 eV
strongest force on any atom = 1.601 eV/Å
relative energy (zero: lowest compared OMol25 entry of this formula, charge and spin) = 0.0 kcal per mole
E_LUMO = 5.34 eV

```
! RIJCOSX wB97M-V def2-TZVPD def2/J DEFGRID3
* xyz -2 1
Li 2.607 -8.095 22.564
Cl 3.670 -6.222 24.079
Cl 4.453 -9.585 22.251
I 2.687 -6.180 20.335
*
```

A molecular structure, Cl2NO2S, computed with the ωB97M-V functional and the def2-TZVPD basis.

frontier orbital gap (alpha / beta) = 5.78 / 5.79 eV
strongest force on any atom = 3.198 eV/Å
relative energy (zero: lowest compared OMol25 entry of this formula, charge and spin) = 17.5 kcal per mole
E_LUMO (alpha / beta) = 2.99 / 2.99 eV

```
! RIJCOSX wB97M-V def2-TZVPD def2/J DEFGRID3
* xyz -1 1
N -1.888 -0.344 -0.618
O 1.989 -0.537 -0.716
O 1.252 1.025 1.166
S 1.099 -0.231 0.372
Cl -2.230 1.333 -0.162
Cl -2.229 -1.287 0.663
*
```